{"formula": "C5H14N2O", "method": "wB97M-V/def2-TZVPD", "elements": ["H", "H", "H", "C", "H", "N", "H", "C", "H", "H", "H", "H", "H", "C", "O", "H", "N", "C", "H", "H", "C", "H"], "positions_angstrom": [[-0.37, -2.05, 1.78], [-1.83, -1.02, 1.91], [1.88, 1.43, 1.04], [-0.55, 1.88, 0.36], [-2.50, -0.29, -0.37], [1.38, 0.55, 1.04], [-0.27, -0.43, 2.54], [0.21, 0.57, 0.29], [-0.44, 2.33, 1.34], [1.38, -1.50, -1.79], [-1.85, -1.90, -0.68], [-0.11, 2.54, -0.39], [-1.61, 1.78, 0.15], [-0.75, -1.03, 1.78], [0.69, 0.44, -1.49], [1.95, -0.26, 0.86], [-0.46, -0.61, 0.12], [1.69, -0.45, -1.87], [-1.42, -0.53, -1.73], [1.96, -0.25, -2.91], [-1.62, -0.83, -0.70], [2.62, -0.36, -1.27]], "e_tot_ha": -383.546448, "e_above_lowest_ev": 4.1976, "fmax_ev_per_a": 6.6, "homo_lumo_gap_ev": 9.04, "homo_energy_ev": -8.1}